[1]
91
Properties=species:S:1:pos:R:3:mulliken_spin:R:1 method="wB97M-V/def2-TZVPD" max_force_ev_per_a=3.38 energy_ha=-3310.09712 orbital_gap_ev="4.515 / 5.747" total_charge=+1 multiplicity=4
O 13.011 0.681 11.315 0.00
C 14.194 0.002 11.676 0.00
F 15.018 -5.756 10.291 0.00
H 16.128 -1.914 9.774 0.00
H 20.872 -4.125 12.898 0.00
C 17.178 -6.727 10.751 -0.01
H 22.033 -1.938 6.233 0.00
C 20.530 -1.435 12.133 0.00
H 18.067 -7.487 6.692 0.00
C 20.538 -3.806 11.906 0.00
F 18.374 -4.181 7.846 0.01
H 15.980 -7.294 7.627 0.00
O 21.067 -2.582 11.496 0.00
O 16.936 -7.711 9.769 -0.01
H 21.373 -2.620 3.376 0.00
C 14.567 -0.944 10.570 0.00
F 18.163 -2.103 6.927 0.00
C 17.612 0.778 9.002 0.00
O 17.964 -6.684 7.216 0.00
C 19.657 -3.002 4.327 0.00
H 20.696 -2.497 7.081 0.00
C 13.529 -2.054 10.444 0.00
C 16.538 -6.447 7.241 0.00
H 17.125 -0.239 10.549 0.00
O 20.398 -5.327 6.867 -0.04
C 21.005 -4.823 10.854 0.01
H 20.366 -7.207 5.983 0.01
H 20.502 -1.598 13.214 0.00
Cr 19.295 -5.748 8.563 3.10
F 16.540 -2.773 8.379 0.00
H 16.029 -10.855 9.338 0.00
H 19.305 -3.644 5.129 0.00
O 18.080 -5.865 10.166 0.04
N 15.901 -1.549 10.709 0.00
C 12.366 1.375 12.364 0.00
H 16.271 -5.528 7.757 0.00
H 16.619 -9.299 11.189 0.00
B 17.905 -2.836 8.056 0.02
F 16.090 -5.045 12.005 0.00
H 17.681 -10.363 9.118 0.00
C 22.523 -4.941 10.819 0.00
H 16.421 -9.708 8.074 0.00
H 23.004 -4.009 10.521 0.00
H 14.102 -0.588 12.599 0.00
C 16.378 -8.956 10.181 0.00
C 22.404 -6.435 6.037 0.00
H 21.092 -0.535 11.900 0.00
H 16.589 0.985 8.672 0.00
H 18.004 -0.109 8.502 0.00
H 20.018 -3.527 9.710 0.01
H 20.595 -5.906 4.890 0.00
H 12.524 -1.727 10.176 0.00
C 21.767 -2.318 7.222 0.00
H 15.843 -2.321 11.356 0.00
C 15.858 -6.139 11.265 0.00
H 22.848 -7.160 5.360 0.00
O 22.413 -3.534 7.608 0.00
H 20.650 -5.820 11.132 0.00
O 17.662 0.583 10.407 0.00
H 15.286 -8.880 10.170 0.00
H 21.390 -4.072 9.065 0.02
H 19.423 -1.947 4.490 0.00
H 20.718 -4.459 6.573 0.00
N 20.524 -4.399 9.508 -0.15
H 16.197 -6.267 6.218 0.00
H 12.208 0.807 13.284 0.00
F 15.197 -7.018 12.033 0.00
H 14.983 0.745 11.836 0.00
H 22.888 -5.350 11.759 0.00
H 19.050 -3.192 3.437 0.00
H 22.837 -5.649 10.043 0.00
H 13.842 -2.762 9.678 0.00
H 13.473 -2.579 11.402 0.00
H 19.443 -3.873 11.916 0.00
H 22.863 -5.457 5.888 0.00
H 18.228 1.637 8.739 0.00
H 12.985 2.224 12.679 0.00
H 19.503 -1.280 11.790 0.00
H 22.987 -0.727 8.020 0.00
H 21.298 -0.544 8.398 0.00
H 17.633 -7.280 11.584 0.01
O 21.082 -3.054 4.182 0.00
C 22.094 -1.286 8.305 0.00
C 16.654 -9.992 9.099 0.00
F 18.596 -2.376 9.206 0.00
H 23.368 -3.415 7.566 0.00
C 20.898 -6.258 5.877 -0.01
H 22.607 -6.669 7.083 0.00
H 11.444 1.818 11.999 0.00
H 22.251 -1.727 9.287 0.00
H 14.412 -0.394 9.635 0.00


[2]
107
Properties=species:S:1:pos:R:3:mulliken_charge:R:1 method="wB97M-V/def2-TZVPD" smiles="C[C@]1(CC=O)OC(=O)O[C@H]1CCCCl.NC(N)=O.NC(N)=O.NC(N)=O.NC(N)=O.NC(N)=O.NC(N)=O.NC(N)=O.NC(N)=O.NC(N)=O.NC(N)=O" max_force_ev_per_a=1.92 energy_ha=-3364.90438 orbital_gap_ev=9.340 total_charge=0
H -0.786 0.114 2.344 0.51
N -1.688 6.351 3.665 -0.40
H 9.856 -4.634 -2.815 0.15
C -2.006 2.228 1.261 -1.73
H -3.723 -0.973 -4.752 0.19
H 10.291 -1.039 0.396 0.14
C -1.150 6.019 2.451 0.80
N -2.216 -2.840 -3.982 -0.28
H -2.075 -3.285 -6.390 0.19
H -4.975 0.204 1.886 0.29
H 9.686 -2.316 -3.236 0.17
H -6.157 -3.694 1.475 0.23
N 10.288 -0.312 1.087 -0.33
H 1.894 -2.209 -2.193 0.10
N -8.949 2.920 -2.229 -0.32
N 6.413 0.604 5.100 -0.41
N -8.276 4.857 -1.181 -0.31
H -0.965 2.378 1.530 0.51
N -5.439 -3.819 0.789 -0.45
H -8.271 5.857 -1.126 0.19
O 0.588 0.495 -3.260 -0.70
H -2.682 6.278 3.760 0.21
O -3.453 0.798 3.788 -0.40
C -8.981 4.288 -2.206 0.56
C 1.260 -0.529 -3.276 0.73
H 6.520 1.517 5.496 0.16
H -6.986 1.760 2.771 0.40
C 9.272 -0.164 2.001 0.56
H -7.774 4.323 -0.496 0.17
H 6.810 -0.183 5.577 0.22
C -4.052 1.808 2.930 2.46
C 2.947 -2.704 1.166 0.64
O -1.573 0.723 5.064 -0.61
H -3.473 -3.887 -0.816 0.15
H -3.133 0.491 0.523 0.11
N 4.014 -2.000 1.628 -0.17
H 7.503 -0.992 2.533 0.12
H -3.142 3.616 2.338 0.63
N 5.303 1.457 3.268 -0.38
N -1.410 -3.378 -7.137 -0.35
C -4.833 2.695 3.923 -2.31
N 1.972 -0.912 -4.379 -0.38
N 0.539 -2.628 -8.142 -0.41
C -6.403 1.733 1.844 -0.38
O 8.829 -3.049 -0.263 -0.68
H 4.550 -1.486 0.957 0.13
H -5.566 -4.497 0.062 0.16
O 9.305 0.700 2.870 -0.70
C -2.121 0.806 0.728 -0.68
H -9.452 2.462 -2.963 0.19
H 0.454 -3.302 -8.877 0.16
O -4.146 -3.625 -3.054 -0.72
O -1.996 2.484 3.677 -0.43
C -3.551 -2.776 -3.705 0.65
O -4.205 -2.191 1.780 -0.64
H -5.619 2.129 4.403 0.49
H -1.699 -3.616 -3.615 0.16
C -1.492 -0.265 1.621 -0.85
C -2.287 1.268 4.250 0.37
C 5.804 0.370 3.911 0.79
H 0.792 6.434 3.118 0.15
O -6.971 2.020 0.798 -0.52
C -2.813 2.599 2.522 0.21
H 4.297 -1.964 2.594 0.13
H -1.609 0.780 -0.227 0.65
O -1.833 5.646 1.513 -0.64
Cl -0.617 -1.471 0.610 -0.24
H -1.144 6.653 4.449 0.16
N -4.190 -1.687 -4.225 -0.36
H -8.452 2.369 -1.553 0.19
N 2.242 -3.389 2.117 -0.35
C -4.964 1.294 1.829 -0.63
N 0.210 6.132 2.362 -0.44
H 9.432 -5.234 -1.251 0.22
C 9.220 -3.224 -1.408 0.62
H -2.272 -0.850 2.086 0.25
H 0.631 5.895 1.484 0.22
H 2.479 -3.382 3.090 0.16
O -9.588 4.946 -3.032 -0.66
H -2.560 -2.651 -0.008 -0.01
N 1.348 -1.369 -2.210 -0.06
H -2.198 2.953 0.481 0.48
H 9.123 -1.274 -1.981 0.23
H 4.851 1.304 2.386 0.21
H -5.172 -1.601 -4.045 0.21
N 9.369 -2.194 -2.295 -0.37
H 0.844 -1.118 -1.380 0.03
H 2.521 -1.748 -4.414 0.15
N 8.254 -1.047 1.863 -0.13
O -0.242 -1.678 -6.229 -0.58
H 1.437 -3.902 1.812 0.19
H 5.373 2.390 3.624 0.16
H 11.065 0.315 1.154 0.20
N -3.380 -3.228 -0.062 -0.06
H -1.723 -2.137 -4.515 0.12
O 5.714 -0.762 3.436 -0.86
N 9.535 -4.463 -1.882 -0.43
H 1.314 -1.994 -8.149 0.22
H -4.176 3.060 4.702 0.48
H 1.905 -0.334 -5.191 0.21
C -0.359 -2.510 -7.116 0.64
C -4.325 -3.030 0.891 0.67
H -1.564 -4.070 -7.844 0.16
H -4.580 1.574 0.860 0.33
H 8.233 -1.732 1.124 0.26
O 2.623 -2.724 -0.016 -0.68
H -5.255 3.562 3.425 0.44


[3]
107
Properties=species:S:1:pos:R:3:mulliken_charge:R:1 method="wB97M-V/def2-TZVPD" max_force_ev_per_a=13.70 energy_ha=-3193.47056 orbital_gap_ev=9.042 total_charge=-1
H -48.289 20.378 24.171 0.40
H -49.008 20.889 25.367 0.37
H -39.653 20.859 28.169 0.30
H -38.963 19.923 26.782 0.38
O -44.127 16.523 18.091 0.30
H -47.372 16.344 22.307 0.13
C -41.415 21.068 25.792 -0.61
H -43.900 17.538 24.324 -0.01
H -40.726 19.826 19.052 0.28
H -42.025 21.058 26.588 0.57
H -42.159 16.714 17.046 0.36
N -43.620 20.953 24.337 1.08
C -46.904 19.298 21.701 -0.19
C -43.334 19.613 23.775 0.00
O -47.241 15.356 20.398 -1.00
O -45.890 18.707 21.343 1.27
O -45.763 13.321 19.010 -0.67
O -48.135 20.640 17.127 -0.75
O -48.941 21.093 24.329 -0.71
O -46.640 18.516 16.264 -0.89
C -42.233 16.068 22.003 0.57
H -47.555 21.257 17.398 0.21
H -45.496 20.882 25.321 0.48
H -41.358 15.470 16.937 0.29
H -41.996 19.402 16.230 0.33
C -44.555 17.610 18.515 0.28
H -47.707 19.802 16.995 0.57
C -40.054 21.630 26.036 -0.77
O -43.891 13.830 16.822 -0.63
H -48.038 15.633 17.363 0.26
O -44.140 17.773 15.329 -0.54
H -45.281 18.787 23.996 0.06
C -44.398 19.185 25.860 -0.88
C -44.428 21.824 23.299 -0.31
H -42.219 22.763 24.759 0.51
H -48.653 16.317 23.041 0.33
O -44.379 19.501 19.592 -0.93
C -42.625 14.973 22.856 0.26
O -40.272 20.680 18.964 -0.69
O -46.766 19.834 19.596 -0.17
H -50.592 19.417 18.941 0.31
H -42.994 21.457 21.549 0.29
H -44.900 17.783 15.758 0.39
O -45.645 17.697 19.158 0.48
H -47.075 18.342 15.437 0.29
H -42.445 20.847 16.169 0.34
H -45.081 21.196 22.823 -0.12
O -46.928 22.607 18.938 -0.57
H -47.129 17.816 16.890 0.40
O -47.729 16.335 17.798 -0.65
H -41.817 21.401 23.736 0.58
B -45.656 18.962 19.970 0.19
O -48.463 20.601 20.684 -0.55
H -40.068 17.641 19.168 0.29
O -39.954 16.701 19.044 -0.73
C -47.470 19.935 20.612 0.04
H -45.264 18.735 26.211 0.61
H -45.127 22.669 23.587 0.63
H -47.310 22.933 19.796 0.23
H -43.700 23.766 20.593 0.43
O -43.574 14.284 22.469 -0.65
H -44.908 22.638 20.439 0.26
H -39.450 21.578 25.225 0.46
O -41.632 17.066 22.245 -0.67
H -40.054 22.830 26.312 0.27
H -43.447 19.409 22.610 -0.66
H -41.169 20.035 25.530 0.17
H -48.518 23.077 21.961 0.32
H -42.337 19.235 24.000 0.31
H -49.784 21.806 23.037 0.48
C -39.158 20.876 27.169 -1.25
H -48.587 24.363 21.217 0.25
C -42.264 21.649 24.645 -1.03
C -43.550 22.282 22.094 -0.43
O -42.603 18.937 18.508 -0.29
H -50.022 21.222 21.587 0.39
B -44.054 15.104 21.313 1.37
H -43.970 14.633 17.152 0.19
H -43.046 14.011 16.293 0.33
O -47.742 15.932 23.169 -0.66
H -42.792 22.935 22.223 0.60
H -44.281 21.285 26.415 0.45
O -41.776 20.209 15.675 -0.69
H -40.558 16.515 18.253 0.42
O -48.031 23.755 21.614 -0.61
O -44.096 14.312 19.998 -0.47
H -47.515 16.080 18.654 0.01
H -49.877 20.535 18.057 0.41
O -47.187 19.612 22.848 -0.85
C -43.823 18.771 18.809 0.32
O -50.228 22.012 22.214 -0.74
O -45.397 15.690 21.453 -0.28
H -43.534 18.908 26.420 0.38
C -46.066 15.071 20.577 0.95
C -45.321 14.144 19.841 0.14
H -38.082 21.230 27.199 0.37
O -50.808 20.302 18.362 -0.70
C -44.379 18.623 24.402 0.19
H -46.822 23.337 18.284 0.25
O -41.359 16.419 16.693 -0.87
O -42.952 16.141 21.087 0.13
C -44.406 23.149 21.181 -1.33
H -45.172 23.945 21.587 0.13
H -39.787 20.628 18.064 0.34
H -44.126 18.115 14.432 0.25
O -42.213 14.914 24.034 -0.71
C -44.531 20.693 25.582 -1.03


[4]
97
Properties=species:S:1:pos:R:3:mulliken_spin:R:1 method="wB97M-V/def2-TZVPD" max_force_ev_per_a=4.38 energy_ha=-3927.88653 orbital_gap_ev="5.973 / 9.515" total_charge=0 multiplicity=6
C -0.447 -3.766 -0.398 0.01
C 1.747 0.003 -4.659 -0.01
H 1.532 -4.641 -2.683 0.00
H -3.169 0.065 -0.061 0.00
O -0.934 0.256 0.495 -0.03
O -6.098 1.485 0.390 0.00
H 0.268 -0.457 5.111 0.00
H 3.544 -4.202 3.515 0.00
O 3.543 3.145 -4.015 0.00
H -2.512 3.015 -5.895 0.00
O 3.538 -5.567 1.459 0.00
H 3.197 -1.747 -2.467 0.02
H 2.209 -0.425 -5.548 -0.02
H 3.021 5.226 -2.018 0.00
H -1.842 -0.155 1.816 0.00
H 3.623 0.016 -3.507 0.00
H -0.928 2.482 2.604 0.00
O -2.165 -0.394 2.689 0.00
H -1.816 -2.535 -0.392 0.01
H -1.051 2.150 -2.297 0.00
H -1.475 1.644 -5.848 0.00
C -0.988 3.236 1.820 0.00
H -0.117 -5.522 -1.804 -0.02
H 4.803 3.714 -2.534 0.00
C -4.187 0.233 -0.412 0.00
H 3.084 3.941 -0.778 0.00
F 2.184 0.265 1.681 0.00
O -3.378 -2.716 0.953 0.00
H 1.520 -3.811 4.354 0.00
O 2.349 -1.545 -2.868 0.03
O 0.410 -0.477 -4.413 0.04
H 1.182 -5.324 -0.841 0.01
C 2.907 4.158 -1.832 0.00
O 0.855 0.149 6.923 0.00
O 1.092 -3.941 -2.195 -0.01
H -4.665 0.775 1.628 0.00
H 2.022 -0.594 5.530 0.00
C 0.419 -4.708 -1.317 -0.05
H -3.651 -3.570 2.767 0.00
H -2.793 2.039 -3.809 0.00
H 0.160 4.663 0.631 0.00
H 2.133 -4.206 0.831 0.00
C -3.431 -2.591 2.343 0.00
H 2.985 -2.786 2.953 0.00
H 3.699 -3.517 0.973 0.00
O -2.085 4.132 1.786 0.00
H -4.119 2.066 0.544 0.00
H 3.890 2.214 -2.236 0.00
O 1.557 3.755 -2.088 0.00
C 2.554 -0.171 -3.412 0.03
C 3.041 -4.255 1.432 0.00
H 1.259 1.383 4.071 0.00
H -1.919 -2.039 3.899 0.00
H -0.711 3.273 -5.679 0.00
C 1.366 1.455 5.154 0.00
H 2.369 1.773 5.440 0.00
H -4.112 0.738 -1.375 0.00
H -0.108 0.331 -4.391 0.00
H 1.059 3.286 1.304 0.00
H 0.203 -3.121 0.192 0.03
H 1.338 3.060 -1.463 0.00
H -1.208 2.638 0.936 0.00
H -3.996 -2.129 0.511 0.00
O 0.091 -0.688 -1.475 -0.33
H -1.240 -2.239 2.398 0.00
H -4.852 -0.949 -1.790 0.00
C 1.730 -0.546 0.807 0.04
C -1.581 2.656 -5.456 0.00
H 0.023 -0.304 7.076 0.00
O 0.729 1.591 -0.701 0.00
O 1.474 -4.141 3.454 0.00
Cr 0.111 -2.131 -2.905 5.16
H 2.893 -6.169 1.838 0.00
H 1.771 1.050 -4.964 0.00
C 2.747 -3.846 2.863 0.00
H -1.994 3.621 -3.388 0.00
H 0.688 2.209 5.552 0.00
H -2.755 3.843 2.410 0.00
C 3.833 3.227 -2.634 0.00
F 1.354 -1.572 1.476 0.00
O -1.248 -2.863 -1.094 0.04
H 0.031 5.648 2.464 0.00
C -2.138 -1.820 2.854 0.00
H -0.955 -4.396 0.332 0.00
H -4.379 -2.107 2.576 0.00
C 1.116 0.006 5.616 0.00
C -1.905 2.664 -3.903 0.00
H -6.507 0.858 -0.212 0.00
C 0.254 3.997 1.489 0.00
O -0.933 1.970 -3.233 0.00
O 0.674 4.935 2.456 0.00
S 0.278 0.243 -0.339 0.04
F 2.744 -0.860 -0.048 0.00
H 2.612 3.364 -4.093 0.00
C -4.744 1.176 0.617 0.00
H 2.291 0.613 -2.701 -0.01
O -4.967 -0.891 -0.838 0.00


[5]
83
Properties=species:S:1:pos:R:3:mulliken_spin:R:1 method="wB97M-V/def2-TZVPD" max_force_ev_per_a=2.54 energy_ha=-1508.21769 orbital_gap_ev="8.269 / 1.710" total_charge=+1 multiplicity=2
H -3.690 -0.380 -4.582 0.00
H 2.172 -2.886 -0.952 -0.01
H 3.028 4.673 0.513 0.00
H 1.237 -0.056 -2.332 0.00
H -3.446 -1.324 -3.244 0.00
H -4.494 1.783 0.014 0.00
C -0.585 -1.716 -0.248 0.00
H -4.007 2.372 -3.129 0.00
H 2.833 -3.873 1.395 0.00
H 0.816 0.539 0.735 0.00
O 4.551 -4.338 2.331 0.00
H 1.820 -1.875 4.083 0.00
H 2.217 -1.176 -4.748 0.00
O 2.127 4.510 -1.835 0.00
H 3.152 -2.555 -2.344 0.02
H 0.181 -0.472 2.102 0.00
C 0.738 3.862 -0.082 0.00
H 1.457 -4.090 3.701 0.00
H -4.173 2.297 3.467 0.00
H -5.586 -0.180 -2.878 0.00
H -4.660 -0.200 6.388 0.00
H -2.987 -0.302 6.457 0.00
C 5.480 -1.606 -1.586 0.05
H 6.490 -1.831 -1.243 0.00
H -3.020 1.723 0.356 0.00
H -3.251 0.563 -1.351 0.00
H -0.347 -2.434 0.537 0.00
H -5.565 1.850 -4.016 0.00
H 2.416 5.322 -1.412 0.00
O 4.471 -1.691 0.577 0.79
H 0.837 0.682 -5.603 0.00
O -1.525 0.579 -0.602 0.00
H 0.292 -1.524 -0.866 0.00
C 2.424 -3.641 3.473 0.00
H 5.395 -1.844 -2.647 0.01
O -3.826 2.198 0.560 0.00
C 0.560 1.267 -3.459 0.00
H 2.612 -1.262 -1.230 0.00
H 1.909 2.508 -1.154 0.00
H 2.788 -5.400 2.247 0.00
H 4.563 -2.473 1.127 -0.02
H 0.555 3.283 0.823 0.00
H 1.329 2.036 -3.384 0.00
C -4.670 0.386 -2.713 0.00
H 0.839 4.869 0.322 0.00
C 3.089 -4.356 2.338 0.00
H 4.894 -5.165 1.984 0.00
O 0.542 0.604 -2.270 0.00
C 4.458 -2.357 -0.749 0.01
H -3.553 -1.391 3.801 0.00
C -0.056 0.249 1.320 0.00
H -3.717 1.262 6.802 0.00
H -3.780 -0.019 2.625 0.00
H -0.890 0.662 -1.317 0.00
H 4.234 3.711 -0.423 0.00
O 2.177 -0.315 -4.326 0.00
H 5.162 -0.564 -1.582 0.00
H -0.080 3.751 -0.793 0.00
C -3.551 0.799 4.646 0.00
H -0.331 1.894 -3.489 0.00
H -1.363 -2.196 -0.842 0.00
H 3.435 2.930 0.798 0.00
H -5.015 -0.482 3.668 0.00
H -1.923 -0.552 1.046 0.00
C -3.930 -0.381 3.642 0.00
H -5.401 2.275 -2.305 0.00
C -4.918 1.773 -3.142 0.00
C 3.005 -2.276 -1.301 0.12
O -4.175 0.305 -1.365 0.00
H 3.004 -3.772 4.386 0.00
C 0.874 0.282 -4.589 0.00
C 2.017 3.535 -0.806 0.00
H -2.525 1.166 4.639 0.00
C 3.256 3.709 0.057 0.00
H 4.721 -3.395 -0.548 0.01
H -0.277 1.216 1.773 0.00
O 2.407 -2.211 3.402 0.01
C -3.576 -0.273 -3.503 0.00
H -2.595 0.193 -3.412 0.00
C -3.774 0.389 6.152 0.00
O -4.459 1.846 4.264 0.00
H 0.232 -0.597 -4.527 0.00
C -1.074 -0.418 0.376 0.00